Record 1
# C4H11N3O

2 unconnected molecules or ions with the total composition C4H11N3O (ωB97M-V/def2-TZVPD, the Open Molecules 2025 dataset).

Structure (XYZ):
```
19
Properties=species:S:1:pos:R:3:forces:R:3:lowdin_charge:R:1
C 1.6024 -0.4802 1.2505 -1.4231 -5.2283 3.2597 -0.172
C 2.2704 -0.1574 -0.8864 1.6657 2.6084 -1.2133 -0.069
C -1.1775 -0.3193 -0.1756 -1.3805 3.0216 2.0475 -0.479
C -2.5214 -0.8726 -0.0900 -2.1970 -5.7508 -2.3466 -0.069
H 1.6351 -1.6876 1.1571 0.5187 2.3034 0.9345 0.137
H 0.9330 -0.2169 2.1113 0.6823 -0.4123 -0.2427 0.103
H 2.5543 -0.0194 1.3299 0.8166 0.1187 0.5171 0.067
H 2.9313 -1.1584 -1.1292 -1.7623 2.0487 2.0178 0.131
H 2.9766 0.8964 -0.7416 -1.7092 -3.3971 0.2374 0.151
H 1.9954 0.0406 -1.9034 -1.0903 0.1903 -0.4402 0.029
H -3.3046 -0.4170 -0.8409 1.6728 -0.7738 1.5964 0.114
H -2.2480 -1.9590 -0.4839 -1.3715 1.6548 0.3837 0.110
H -3.0371 -1.1647 0.9094 1.3732 1.2477 -1.4132 0.111
H -2.2679 1.4594 0.2804 2.1166 -1.1713 -0.2031 0.172
H 0.5913 1.1127 0.7675 -1.3347 1.5344 -4.7645 0.224
N 1.0305 -0.0516 0.0819 4.4808 -0.8613 -3.6560 -0.387
N -0.0227 -0.8093 -0.4610 -0.4205 -1.6418 0.6064 0.112
N -1.3257 0.9490 0.2481 0.6220 2.2529 -0.6948 -0.075
O -0.1971 1.6842 -0.1414 -1.2595 2.2557 3.3740 -0.211
```
Positions in Å, forces in eV/Å.

Frontier orbital gap ... 8.9 eV

Record 2
# CH2AlF3NO4S

A molecular structure, CH2AlF3NO4S (ωB97M-V/def2-TZVPD, the Open Molecules 2025 dataset).

Structure (XYZ):
```
13
Properties=species:S:1:pos:R:3:forces:R:3:lowdin_charge:R:1
Al 1.1996 0.6749 0.4166 0.4114 -0.2008 0.9175 0.660
O 0.0990 -2.0711 0.1289 0.4886 -0.9828 -0.5578 0.000
H 1.0535 -2.3121 -0.0251 -1.1581 0.5534 0.2719 0.154
N -0.0218 -0.6910 0.1606 1.1957 0.8839 0.0987 -0.252
S -0.9450 -0.0766 1.3174 -3.6642 -2.7304 3.2769 0.854
O -1.3628 -0.9095 2.4342 1.4502 1.5647 -2.2340 -0.165
O -0.1878 1.1935 1.5829 1.4137 0.5732 -1.2643 -0.175
C -2.5585 0.5269 0.5885 -1.1903 0.0534 -0.2747 -0.669
F -3.3856 -0.5003 0.4851 0.6011 0.1417 0.1142 0.195
F -2.3470 1.0455 -0.6063 0.3957 0.0927 -0.1569 0.176
F -3.0892 1.4430 1.3800 0.5296 -0.2746 0.0496 0.198
O 2.8540 0.6502 0.4835 -0.8082 0.3534 -0.3218 -0.049
H 3.3986 0.0087 0.9390 0.3348 -0.0278 0.0806 0.073
```
Positions in Å, forces in eV/Å.

Net charge ... +1
Frontier orbital gap ... 9.2 eV

no.,HOMO (eV),E (eV)
1,-7.99,-10835.769
2,-15.58,-36325.908